DFT (the ωB97M-V functional and the def2-TZVPD basis) results for 33 unconnected molecules or ions with the total composition C16H95FN2O36 at a distorted geometry.

Each line ends with the Löwdin charge.
Geometry (Å):
C (-3.6573, 0.6572, -1.7602)  -0.091
C (-4.4426, -0.1452, -0.7039)  -0.247
C (-3.5688, -0.4399, 0.5324)  -0.187
C (-2.5077, -1.5198, 0.1631)  -0.179
C (-1.0579, -0.9931, 0.1536)  -0.191
C (-0.0195, -2.0603, 0.5250)  -0.185
C (1.4355, -1.5876, 0.5170)  -0.113
C (1.6799, -0.3764, 1.4404)  -0.229
C (1.7540, 0.9479, 0.6639)  -0.286
O (2.4972, 0.8342, -0.5193)  -0.144
C (3.1898, 1.9876, -0.9956)  -0.055
O (2.3655, 1.9975, 1.4517)  -0.106
N (1.3659, 2.8302, 2.0810)  0.005
O (1.1823, 3.8046, 1.4796)  0.141
N (2.7752, -0.6549, 2.3700)  -0.061
C (4.0819, -0.6061, 1.7437)  -0.079
C (4.8667, -1.8460, 2.0616)  -0.451
O (4.5044, -2.9233, 2.1565)  0.216
F (6.2092, -1.6050, 2.1448)  0.074
C (2.5899, -0.0749, 3.7169)  -0.346
C (1.5506, -0.9244, 4.4706)  -0.025
C (3.8928, 0.0293, 4.4951)  -0.207
C (3.6720, 0.4815, 5.9500)  -0.086
H (-2.9243, 1.3274, -1.2914)  0.079
H (-4.3471, 1.2224, -2.3824)  0.030
H (-3.0797, -0.0488, -2.3676)  0.061
H (-4.7010, -1.1241, -1.1368)  0.081
H (-5.3864, 0.3469, -0.4486)  0.064
H (-4.2033, -0.7934, 1.3532)  0.095
H (-3.0686, 0.4845, 0.8454)  0.085
H (-2.7180, -1.9271, -0.8320)  0.092
H (-2.5511, -2.3472, 0.8832)  0.100
H (-0.8033, -0.6204, -0.8504)  0.119
H (-0.9992, -0.1382, 0.8450)  0.094
H (-0.1013, -2.8871, -0.1971)  0.111
H (-0.2461, -2.5037, 1.5036)  0.092
H (1.7912, -1.4359, -0.5074)  0.114
H (2.0450, -2.3897, 0.9534)  0.106
H (0.7812, -0.2773, 2.0673)  0.136
H (0.7218, 1.2543, 0.4247)  0.157
H (4.0359, 2.2415, -0.3509)  0.076
H (2.5145, 2.8433, -1.1072)  0.099
H (3.5751, 1.7196, -1.9818)  0.076
H (4.6783, 0.2931, 1.9195)  0.094
H (3.9532, -0.6746, 0.6507)  0.144
H (2.1831, 0.9477, 3.6468)  0.114
H (0.9708, -0.3353, 5.1866)  0.085
H (0.8642, -1.3894, 3.7552)  0.063
H (2.0514, -1.7531, 4.9914)  0.090
H (4.4102, -0.9411, 4.5135)  0.121
H (4.5646, 0.7679, 4.0437)  0.084
H (4.5721, 0.9734, 6.3284)  0.075
H (2.8490, 1.2058, 6.0219)  0.068
H (3.4399, -0.3586, 6.6159)  0.076
O (-4.5290, -3.5801, -1.4788)  -0.046
H (-5.4671, -3.6972, -1.3044)  0.047
H (-4.0642, -4.2162, -0.9226)  0.007
O (4.1735, -0.9369, -2.4151)  -0.060
H (3.4878, -0.4567, -1.9268)  0.023
H (4.9964, -0.6185, -2.0175)  0.015
O (3.7241, 3.4052, 4.1367)  -0.042
H (3.3330, 4.2883, 4.1428)  0.046
H (3.1856, 2.9058, 3.5117)  -0.007
O (-6.0399, 1.7044, -3.8861)  -0.061
H (-6.4754, 2.5397, -4.0949)  0.005
H (-6.4024, 1.0881, -4.5320)  0.050
O (-3.9725, -5.5060, 0.7519)  -0.041
H (-4.8922, -5.7576, 0.8898)  0.066
H (-3.4763, -6.1018, 1.3260)  0.061
O (-4.5776, -1.6127, -4.3994)  -0.060
H (-3.8078, -1.0418, -4.4991)  0.030
H (-4.4465, -2.0346, -3.5398)  0.009
O (-8.3496, 3.0341, -5.3322)  -0.059
H (-8.7028, 3.0179, -6.2297)  0.006
H (-9.1288, 2.8494, -4.7961)  0.021
O (6.1144, -3.2773, -2.0451)  -0.058
H (5.5156, -2.5974, -2.3757)  -0.010
H (6.2978, -3.8382, -2.8042)  0.033
O (7.5206, 1.0725, 4.3333)  -0.055
H (6.9958, 1.8510, 4.1129)  0.018
H (7.3810, 0.4921, 3.5791)  0.000
O (-3.9979, 2.2161, 2.8121)  -0.046
H (-4.8914, 2.5487, 2.9482)  0.043
H (-3.5484, 2.9140, 2.3244)  0.039
O (-1.1245, 1.9202, 3.7736)  -0.061
H (-2.0208, 2.2568, 3.8983)  0.009
H (-0.6423, 2.6382, 3.3517)  -0.006
O (-2.9473, 2.8737, -4.1886)  -0.062
H (-3.9077, 2.9290, -4.1061)  -0.005
H (-2.6333, 3.7824, -4.1036)  -0.007
O (2.4004, -5.1424, 1.3134)  -0.056
H (3.2123, -4.6329, 1.4500)  0.011
H (2.6332, -5.7588, 0.6102)  0.044
O (-0.5437, 0.5936, -3.9734)  -0.073
H (-1.3531, 1.1052, -4.1030)  -0.004
H (0.1292, 1.0755, -4.4749)  0.023
O (-7.8409, 0.6667, -1.0237)  -0.059
H (-7.3408, 0.7683, -1.8459)  0.022
H (-7.5469, 1.4043, -0.4784)  0.029
O (5.8697, 2.0720, 1.9238)  -0.058
H (5.0735, 2.5906, 2.0945)  0.032
H (6.4004, 2.5975, 1.3116)  0.052
O (2.9749, 0.3777, -4.8219)  -0.058
H (3.7131, 0.9661, -5.0012)  0.027
H (3.2986, -0.2130, -4.1285)  -0.004
O (1.4179, 4.3783, 5.6733)  -0.059
H (2.0230, 3.6374, 5.5446)  0.002
H (1.8175, 4.9010, 6.3760)  0.042
O (8.2193, 1.2260, 0.4867)  -0.047
H (7.6470, 0.8217, 1.1494)  0.014
H (9.0870, 1.2769, 0.9084)  0.030
O (-11.1788, 2.4571, -5.6675)  -0.049
H (-11.4979, 2.4444, -6.5752)  0.039
H (-11.9641, 2.2656, -5.1423)  0.054
O (11.1959, 2.3846, 1.1025)  -0.048
H (11.2779, 2.5696, 0.1612)  0.042
H (11.6992, 3.0823, 1.5332)  0.041
O (-1.6207, -3.1657, 3.5246)  -0.054
H (-0.8602, -3.7474, 3.4197)  0.034
H (-1.4237, -2.6457, 4.3109)  0.033
O (-6.7410, -0.0808, 2.0473)  -0.050
H (-7.0240, 0.0415, 1.1328)  -0.001
H (-7.5218, -0.2717, 2.5735)  0.035
O (-12.1896, -0.1994, -6.1946)  -0.065
H (-11.2690, 0.0835, -6.1460)  0.023
H (-12.2071, -0.9397, -6.8082)  0.037
O (-9.2013, 2.1613, -8.4238)  -0.041
H (-10.0084, 2.3111, -8.9262)  0.041
H (-8.8079, 1.3775, -8.8210)  0.048
O (-2.4060, -7.4684, -0.7137)  -0.062
H (-2.0278, -7.4067, -1.5966)  0.055
H (-2.8610, -6.6294, -0.5672)  -0.002
O (-5.2522, 4.3414, -2.7613)  -0.038
H (-5.7212, 5.0354, -3.2367)  0.051
H (-5.8564, 4.0609, -2.0670)  0.043
O (8.2706, -2.5098, 4.3655)  -0.041
H (7.7684, -2.3143, 3.5673)  0.017
H (7.6297, -2.8922, 4.9724)  0.050
O (6.0063, 1.0161, -1.9358)  -0.040
H (6.4557, 1.2337, -1.1083)  0.030
H (6.7225, 0.9760, -2.5786)  0.069
O (10.5605, -3.8055, 2.7384)  -0.069
H (10.0094, -3.3623, 3.3980)  -0.007
H (11.4656, -3.6275, 3.0088)  0.027
O (-0.3503, -5.5787, -0.5053)  -0.062
H (-0.9376, -6.2172, -0.0848)  -0.003
H (0.3438, -5.3988, 0.1427)  0.006
O (-1.4570, 5.4345, -4.2948)  -0.040
H (-1.0835, 5.5355, -5.1757)  0.050
H (-1.1397, 6.1870, -3.7878)  0.046

frontier orbital gap: 7.37 eV
HOMO level: -8.42 eV

---

DFT (the ωB97M-V functional and the def2-TZVPD basis) results for a single C16H9Cl2NO4 molecule at a distorted geometry.

Each line ends with the natural charge from an NBO analysis.
Geometry (Å):
O (1.4429, -1.8941, -1.0581)  -0.606
O (1.7457, 1.3034, -0.8637)  -0.497
O (-2.8478, 0.6391, -0.8295)  -0.492
Cl (3.2880, -1.3585, 1.4569)  0.041
Cl (-1.7217, -3.4513, 0.8972)  0.035
O (-0.3022, -0.4425, -2.4699)  -0.691
C (0.6853, -1.7685, -0.0775)  0.701
C (0.5286, 1.3725, -1.0482)  0.508
C (-1.7616, 1.0342, -1.1937)  0.561
C (1.2860, -4.3246, 3.3415)  -0.178
C (-0.4067, 5.0103, -1.6605)  -0.190
C (-1.8073, 4.7833, -1.8043)  -0.173
C (2.3035, -3.4914, 2.9112)  -0.240
C (0.0405, -4.3375, 2.6961)  -0.228
C (0.4205, 3.9257, -1.4472)  -0.182
C (-2.3281, 3.4954, -1.6215)  -0.165
C (2.0878, -2.5896, 1.8561)  0.039
C (-0.1715, -3.4153, 1.6564)  -0.007
C (0.8630, -2.6122, 1.1778)  -0.205
C (-0.1225, 2.6370, -1.2658)  -0.051
C (-1.4850, 2.4447, -1.3871)  -0.150
N (-0.3620, -0.8342, -0.1692)  -0.625
C (-0.4650, 0.1756, -1.2097)  0.232
H (0.4863, -1.0095, -2.3759)  0.513
H (1.4103, -4.9960, 4.1988)  0.229
H (0.0026, 6.0150, -1.7545)  0.227
H (-2.4711, 5.6160, -1.9937)  0.224
H (3.2905, -3.4247, 3.4377)  0.240
H (-0.7405, -5.0281, 3.0401)  0.238
H (1.5145, 4.0903, -1.3336)  0.239
H (-3.4075, 3.2557, -1.7099)  0.237
H (-0.9956, -0.8202, 0.6037)  0.416

frontier orbital gap: 8.87 eV
HOMO level: -9.40 eV
SMILES: O=C(NC1(O)C(=O)c2ccccc2C1=O)c1c(Cl)cccc1Cl

---

DFT (the ωB97M-V functional and the def2-TZVPD basis) results for a molecular structure, C16H9Cl5N4O6PdS2.

Each line ends with the natural charge from an NBO analysis.
Geometry (Å):
Pd (-0.9709, 1.6832, -0.8130)  1.270
N (3.9649, -5.1124, -1.8012)  -0.786
C (3.4344, -3.9253, -1.3369)  0.202
C (3.1813, -3.7491, 0.0272)  -0.286
C (2.6925, -2.5479, 0.4988)  -0.138
C (2.4625, -1.5065, -0.3898)  -0.351
C (2.7163, -1.6617, -1.7499)  -0.162
C (3.1944, -2.8656, -2.2193)  -0.267
S (1.8799, 0.0325, 0.1892)  2.324
O (2.5809, 1.0689, -0.4989)  -0.922
O (1.8149, 0.0036, 1.6236)  -0.936
N (0.3129, 0.1262, -0.3980)  -0.887
C (-0.6630, -0.6627, 0.1081)  0.573
N (-0.5337, -1.8928, 0.5698)  -0.463
C (-1.6664, -2.5153, 0.8720)  0.142
C (-2.9274, -1.9544, 0.6877)  -0.346
C (-2.9754, -0.6555, 0.2246)  0.125
N (-1.8402, -0.0031, -0.0215)  -0.503
H (3.8621, -5.9221, -1.2137)  0.385
H (3.8700, -5.3028, -2.7844)  0.386
H (3.3773, -4.5620, 0.7155)  0.213
H (2.4847, -2.4063, 1.5497)  0.243
H (2.5442, -0.8366, -2.4288)  0.244
H (3.3999, -2.9922, -3.2750)  0.215
H (-1.5649, -3.5219, 1.2629)  0.209
H (-3.8311, -2.5000, 0.9062)  0.243
H (-3.8970, -0.1277, 0.0623)  0.236
O (-2.1713, 2.9351, -1.8058)  -0.871
S (-1.1480, 3.0216, -2.9892)  2.509
O (-1.0996, 4.3221, -3.5559)  -0.894
O (0.1105, 2.7102, -2.0942)  -0.842
O (-1.3731, 1.8894, -3.8407)  -0.953
Cl (-4.1970, 2.1971, 0.2815)  0.080
C (-2.8870, 2.8172, 1.2026)  -0.145
C (-1.5642, 2.7213, 0.8017)  0.155
C (-0.5488, 3.3899, 1.4666)  -0.167
Cl (1.0207, 3.4800, 0.7996)  0.128
C (-0.8427, 4.0505, 2.6669)  -0.064
Cl (0.4084, 4.8387, 3.5301)  0.092
C (-2.1480, 4.0686, 3.1470)  -0.074
Cl (-2.5044, 4.8417, 4.6352)  0.085
C (-3.1709, 3.4750, 2.4070)  -0.081
Cl (-4.7876, 3.5511, 2.9804)  0.080

frontier orbital gap: 6.06 eV
HOMO level: -8.68 eV
energy above the lowest of the compared OMol25 structures with the same formula, charge and spin: 2.9785 eV

---

DFT (the ωB97M-V functional and the def2-TZVPD basis) results for a molecular structure, C16H9F9N3OSSb2Se8W at a distorted geometry.

Each line ends with the natural charge from an NBO analysis.
Geometry (Å):
W (0.5324, 0.2554, -0.3162)  0.552
N (-2.1847, -2.5909, 2.2170)  -0.586
C (-2.4782, -3.7809, 1.5291)  0.218
C (-3.4873, -4.6210, 1.9576)  -0.241
C (-3.7546, -5.7868, 1.2492)  -0.215
C (-3.0278, -6.0825, 0.1074)  -0.210
C (-2.0344, -5.2152, -0.3318)  -0.200
C (-1.7475, -4.0727, 0.3948)  -0.225
S (-0.4316, -3.0379, -0.1057)  0.518
N (-0.7182, -1.5056, 0.7046)  -0.680
C (-1.4896, -1.5240, 1.7460)  0.525
C (-1.7265, -0.3640, 2.6829)  0.145
C (-1.1742, -0.4233, 3.9607)  -0.243
C (-1.4945, 0.5844, 4.8495)  -0.170
C (-2.3462, 1.5983, 4.4327)  -0.251
C (-2.8681, 1.5389, 3.1513)  0.037
N (-2.5837, 0.5623, 2.2918)  -0.400
H (-2.7618, -2.3924, 3.0170)  0.412
H (-4.0615, -4.3667, 2.8412)  0.207
H (-4.5376, -6.4522, 1.5872)  0.212
H (-3.2399, -6.9811, -0.4564)  0.213
H (-1.4833, -5.4239, -1.2401)  0.224
H (-0.4821, -1.2186, 4.2084)  0.261
H (-1.0713, 0.5885, 5.8455)  0.220
H (-2.6115, 2.4155, 5.0896)  0.218
H (-3.5548, 2.2973, 2.7922)  0.200
Se (1.6482, -2.8358, 3.2055)  -0.644
Sb (2.6001, -1.0149, 2.0031)  1.056
Se (1.0181, 1.0386, 1.9805)  -0.276
Se (2.2743, -1.4283, -0.5924)  -0.160
Se (4.8069, -0.1622, 2.2057)  -0.589
Se (-3.9947, -1.6633, -1.1655)  -0.681
Sb (-2.6399, -0.0644, -2.2975)  1.071
Se (-1.5600, 1.4939, -0.4850)  -0.130
Se (-0.2152, -0.8307, -2.4807)  -0.295
Se (-3.3421, 1.2521, -4.1408)  -0.638
F (4.2588, 3.0282, -2.8477)  -0.312
C (3.4375, 2.0573, -2.4293)  0.972
F (3.0720, 1.3341, -3.4909)  -0.305
F (4.1116, 1.2676, -1.6050)  -0.290
C (2.1783, 2.6416, -1.7171)  0.011
O (1.5579, 1.6355, -1.0515)  -0.664
C (2.5984, 3.7279, -0.6779)  0.973
F (3.6390, 3.3133, 0.0411)  -0.297
F (1.5905, 3.9777, 0.1558)  -0.299
F (2.9345, 4.8752, -1.2806)  -0.312
C (1.1963, 3.2576, -2.7687)  0.973
F (1.8555, 4.0098, -3.6616)  -0.314
F (0.2954, 4.0338, -2.1631)  -0.304
F (0.5552, 2.2990, -3.4172)  -0.285

net charge: -1
frontier orbital gap (spin up / spin down): 4.86 / 4.86 eV
HOMO level (spin up / spin down): -5.23 / -5.23 eV
energy above the lowest of the compared OMol25 structures with the same formula, charge and spin: 1.1258 eV